1.
A structure of composition C35H34ClNOSi2Ti at a distorted geometry, computed with the ωB97M-V functional and the def2-TZVPD basis.

As for the multiplicity: 3. The calculation puts the energy above the lowest of the compared OMol25 structures with the same formula, charge and spin at 10.5 kJ/mol. The calculation puts the energy at -3372.73638 Eh. The total charge is 0. The value obtained for the HOMO energy (spin up / spin down) is -5.340 / -6.716 eV.

Positions of all 75 atoms, in Å:
C: -1.2967 -0.6190 5.3249
C: -2.0745 0.0173 4.2889
C: -2.2095 -0.9265 3.2070
H: -2.5493 0.9923 4.3452
C: -1.4814 -2.1130 3.5624
C: -0.9238 -1.9224 4.8671
H: -0.4406 -2.6962 5.4602
H: -1.1310 -0.2351 6.3290
H: -2.7952 -0.7920 2.3006
H: -1.4189 -3.0212 2.9657
Ti: -0.0865 -0.3912 3.4562
Si: 1.7367 0.0814 -3.3392
C: 1.3535 1.6216 -4.3077
C: 2.1435 2.1010 -5.3614
H: 3.1190 1.6687 -5.5698
C: 1.6705 3.1434 -6.1599
H: 2.2652 3.5035 -6.9981
C: 0.4351 3.7499 -5.8908
H: 0.0732 4.5920 -6.4937
C: -0.3418 3.2791 -4.8281
H: -1.2969 3.7470 -4.5911
C: 0.1113 2.2124 -4.0550
H: -0.5229 1.8553 -3.2465
C: 1.6765 -1.3235 -4.5480
C: 0.6864 -1.2260 -5.5371
H: 0.2175 -0.2658 -5.7770
C: 0.2165 -2.3828 -6.1678
H: -0.6184 -2.3147 -6.8630
C: 0.7872 -3.6218 -5.8699
H: 0.3610 -4.5397 -6.2944
C: 1.8954 -3.6815 -5.0109
H: 2.3686 -4.6430 -4.8203
C: 2.3621 -2.5393 -4.3652
H: 3.2153 -2.6002 -3.6855
H: 0.4966 -0.1721 -2.5700
Si: 0.0285 0.1222 0.7951
C: -0.7309 -1.4844 0.1232
C: -1.8606 -1.5435 -0.7121
H: -2.3433 -0.6270 -1.0554
C: -2.4035 -2.7793 -1.1005
H: -3.2934 -2.8158 -1.7395
C: -1.8313 -3.9700 -0.6413
H: -2.2638 -4.9362 -0.9286
C: -0.7003 -3.9343 0.1811
H: -0.2634 -4.8616 0.5683
C: -0.1431 -2.6998 0.5265
H: 0.7547 -2.7112 1.1505
C: -1.0056 1.5750 0.1857
C: -2.2248 1.8396 0.8472
H: -2.4570 1.3342 1.7866
C: -3.1452 2.7584 0.3347
H: -4.0739 2.9506 0.8728
C: -2.8545 3.4532 -0.8385
H: -3.5772 4.1565 -1.2514
C: -1.6165 3.2815 -1.4564
H: -1.3732 3.8800 -2.3402
C: -0.6778 2.3847 -0.9163
H: 0.3208 2.2953 -1.3506
H: 2.8653 0.1943 -2.3566
Cl: 1.9976 0.2104 0.1990
O: 1.5099 -1.4688 4.0530
C: 2.4066 -0.9567 5.0859
C: 1.9812 0.4288 5.4332
C: 2.4917 1.0503 6.5705
C: 1.9231 2.2518 6.9791
C: 0.8065 2.7393 6.2915
C: 0.3048 2.0565 5.1887
N: 0.9335 0.9346 4.7288
H: 1.4383 -2.4425 4.1370
H: 2.3363 -1.5797 5.9882
H: 3.4282 -0.9673 4.6903
H: 3.2990 0.5489 7.1053
H: 2.3357 2.7932 7.8231
H: 0.2885 3.6420 6.6190
H: -0.6145 2.3589 4.6661

Atoms 1-2, force components in eV/Å:
-1.0176 -0.8037 -0.1260
-0.4241 -1.0936 0.3881

---

2.
A structure of composition C35H34ClNOSi2Zn at a distorted geometry, computed with the ωB97M-V functional and the def2-TZVPD basis.

As for the multiplicity: 1. The calculation puts the energy above the lowest of the compared OMol25 structures with the same formula, charge and spin at 0.0 kJ/mol. The calculation puts the energy at -4302.63896 Eh. The total charge is 0. The value obtained for the HOMO energy is -6.547 eV.

Positions of all 75 atoms, in Å:
C: -1.3483 -0.4872 1.9698
C: -2.1272 0.1737 0.9828
C: -2.1415 -0.6459 -0.1931
H: -2.6899 1.0983 1.1185
C: -1.3372 -1.8091 0.0796
C: -0.8459 -1.6951 1.4150
H: -0.2872 -2.4659 1.9482
H: -1.2253 -0.1694 3.0051
H: -2.7735 -0.5134 -1.0722
H: -1.2701 -2.6890 -0.5607
Zn: 0.0693 -0.0013 -0.3461
Si: 3.2461 0.3981 -8.5630
C: 2.2992 1.8899 -9.0981
C: 2.7588 2.6831 -10.1632
H: 3.6818 2.4095 -10.6843
C: 2.0243 3.8110 -10.5533
H: 2.3759 4.4228 -11.3867
C: 0.8464 4.1600 -9.8806
H: 0.2842 5.0496 -10.1790
C: 0.3926 3.3669 -8.8170
H: -0.5337 3.6199 -8.2977
C: 1.1209 2.2411 -8.4149
H: 0.7735 1.6313 -7.5734
C: 2.3633 -1.1365 -9.0892
C: 1.1738 -1.0923 -9.8399
H: 0.7613 -0.1315 -10.1672
C: 0.5103 -2.2821 -10.1680
H: -0.4257 -2.2373 -10.7262
C: 1.0418 -3.5214 -9.7882
H: 0.5233 -4.4473 -10.0521
C: 2.2490 -3.5655 -9.0789
H: 2.6762 -4.5283 -8.7928
C: 2.9139 -2.3833 -8.7344
H: 3.8626 -2.4170 -8.1888
H: 3.4043 0.4568 -7.0981
Si: 0.1341 0.2404 -2.7387
C: -0.4664 -1.3713 -3.4654
C: -1.5552 -1.3944 -4.3553
H: -2.0418 -0.4588 -4.6481
C: -2.0265 -2.6170 -4.8564
H: -2.8774 -2.6209 -5.5399
C: -1.4193 -3.8196 -4.4775
H: -1.7954 -4.7707 -4.8631
C: -0.3442 -3.8019 -3.5798
H: 0.1274 -4.7355 -3.2659
C: 0.1253 -2.5865 -3.0663
H: 0.9533 -2.5861 -2.3498
C: -0.8897 1.6430 -3.3935
C: -2.0973 1.9789 -2.7444
H: -2.3633 1.5152 -1.7879
C: -2.9740 2.9024 -3.3294
H: -3.9271 3.1173 -2.8426
C: -2.6291 3.5422 -4.5246
H: -3.3147 4.2643 -4.9739
C: -1.3960 3.2701 -5.1298
H: -1.1065 3.7876 -6.0468
C: -0.5209 2.3340 -4.5624
H: 0.4469 2.1407 -5.0313
H: 4.5664 0.4065 -9.2294
Cl: 2.1249 0.5089 -3.1925
O: 1.8828 -1.0577 0.0532
C: 2.4586 -0.6705 1.3390
C: 2.0448 0.7374 1.6882
C: 2.7287 1.4374 2.6789
C: 2.3430 2.7321 3.0027
C: 1.2498 3.2749 2.3251
C: 0.5895 2.5048 1.3670
N: 0.9912 1.2605 1.0352
H: 2.6000 -1.3018 -0.5608
H: 2.0693 -1.3736 2.0865
H: 3.5567 -0.7355 1.3041
H: 3.5359 0.9005 3.1710
H: 2.8872 3.2996 3.7587
H: 0.8961 4.2763 2.5460
H: -0.2810 2.8915 0.8434

Atoms 1-2, force components in eV/Å:
-0.1645 -0.3727 -0.1318
0.0124 -0.4902 -0.1788